1.
Formula: C2H4NO3P
Source: the Open Molecules 2025 dataset
Level of theory: wB97M-V/def2-TZVPD

```
11
C2H4NO3P | the Open Molecules 2025 dataset | wB97M-V/def2-TZVPD
C 0.11 1.27 -0.09
C 1.07 0.23 0.44
N 0.16 -0.89 0.80
O 0.38 2.43 -0.26
O -2.51 -1.35 0.08
O -1.12 0.86 -0.19
P -1.20 -0.75 -0.17
H 1.67 -0.02 -0.48
H 1.67 0.55 1.31
H 0.46 -1.87 1.03
H -0.70 -0.46 -2.45
```

The calculation puts the HOMO energy (spin up / spin down) at -0.3595 / -0.3593 hartree. Its multiplicity is 1. As for the LUMO energy (spin up / spin down): -1.16 / -1.16 eV. The value obtained for the frontier orbital gap (spin up / spin down) is 0.3167 / 0.3166 hartree.

---

2.
Formula: C2H4NO3S
Source: the Open Molecules 2025 dataset
Level of theory: wB97M-V/def2-TZVPD

```
11
C2H4NO3S | the Open Molecules 2025 dataset | wB97M-V/def2-TZVPD
C -0.34 1.74 0.23
C -0.91 -0.73 -0.14
N 0.02 0.30 -0.41
O 1.57 -1.17 1.04
O 0.36 2.69 0.24
O 2.13 -1.02 -1.35
S 1.85 -0.31 -0.11
H -1.30 1.48 0.83
H -1.54 -0.87 -1.01
H -0.33 -1.57 -0.10
H -1.50 -0.56 0.79
```

The calculation puts the HOMO energy at -0.1441 hartree. The net charge is -1. Its multiplicity is 1. As for the LUMO energy: 4.09 eV. The value obtained for the frontier orbital gap is 0.2945 hartree.

---

3.
Formula: C2H4NP
Source: the Open Molecules 2025 dataset
Level of theory: wB97M-V/def2-TZVPD

```
8
C2H4NP | the Open Molecules 2025 dataset | wB97M-V/def2-TZVPD
C 0.48 0.33 1.12
C -0.27 -0.25 -0.17
P -1.40 -0.11 -1.64
N -0.34 -1.35 -0.78
H 1.46 -0.14 1.09
H 0.01 -0.14 2.06
H 0.37 1.39 0.96
H -0.32 0.26 -2.65
```

The calculation puts the HOMO energy at -0.3382 hartree. Its SMILES is CC1=[PH]=N1. Its multiplicity is 1. As for the LUMO energy: 0.79 eV. The value obtained for the frontier orbital gap is 0.3674 hartree.

---

4.
Formula: C2H4NP
Source: the Open Molecules 2025 dataset
Level of theory: wB97M-V/def2-TZVPD

```
8
C2H4NP | the Open Molecules 2025 dataset | wB97M-V/def2-TZVPD
C -0.93 -0.39 0.02
C 0.24 0.25 -0.64
N 1.31 0.35 0.24
P 0.13 1.47 0.76
H -1.91 -0.53 -0.41
H -0.86 -1.12 0.89
H 0.47 0.55 -1.61
H 1.54 -0.57 0.76
```

The calculation puts the HOMO energy at -0.2930 hartree. Its SMILES is C1[C@@H]2NP12. Its multiplicity is 1. As for the LUMO energy: 0.70 eV. The value obtained for the frontier orbital gap is 0.3187 hartree.

---

5.
Formula: C2H4NP
Source: the Open Molecules 2025 dataset
Level of theory: wB97M-V/def2-TZVPD

```
8
C2H4NP | the Open Molecules 2025 dataset | wB97M-V/def2-TZVPD
C 1.16 -2.71 -0.05
C -0.08 1.10 -0.24
N 0.60 -1.69 0.16
P 0.00 -0.29 1.00
H 0.64 1.88 -0.12
H -1.13 1.64 -0.20
H 0.20 0.54 -1.21
H -1.38 -0.48 0.66
```

The calculation puts the HOMO energy at -0.3646 hartree. Its multiplicity is 1. As for the LUMO energy: 0.63 eV. The value obtained for the frontier orbital gap is 0.3876 hartree.

---

6.
Formula: C2H4NP
Source: the Open Molecules 2025 dataset
Level of theory: wB97M-V/def2-TZVPD

```
8
C2H4NP | the Open Molecules 2025 dataset | wB97M-V/def2-TZVPD
C 0.18 0.76 0.07
C -0.64 -0.15 0.65
N 0.89 1.39 -0.68
P -0.38 -2.06 -0.38
H -0.62 -0.49 1.69
H -1.57 0.12 0.37
H 1.36 2.20 -0.57
H 0.78 -1.77 -1.14
```

The calculation puts the HOMO energy at -0.2360 hartree. Its multiplicity is 1. As for the LUMO energy: -0.49 eV. The value obtained for the frontier orbital gap is 0.2180 hartree.

---

7.
Formula: C2H4NP
Source: the Open Molecules 2025 dataset
Level of theory: wB97M-V/def2-TZVPD

```
8
C2H4NP | the Open Molecules 2025 dataset | wB97M-V/def2-TZVPD
C 0.36 0.30 -0.05
C -1.02 0.01 0.27
N 1.23 1.19 -0.08
P 1.93 -0.56 0.00
H -1.73 0.89 -0.09
H -1.10 0.01 1.45
H -1.27 -0.92 -0.17
H 1.61 -0.92 -1.33
```

The calculation puts the HOMO energy (spin up / spin down) at -0.1955 / -0.3618 hartree. Its multiplicity is 3. As for the LUMO energy (spin up / spin down): 0.80 / -2.47 eV. The value obtained for the frontier orbital gap (spin up / spin down) is 0.2249 / 0.2709 hartree.

---

8.
Formula: C2H4NPS
Source: the Open Molecules 2025 dataset
Level of theory: wB97M-V/def2-TZVPD

```
9
C2H4NPS | the Open Molecules 2025 dataset | wB97M-V/def2-TZVPD
S 0.07 -1.77 2.67
P 1.30 -0.90 1.46
N 0.34 0.11 0.58
C -0.80 0.14 -0.34
C 0.44 0.65 -1.00
H -1.45 0.83 -0.04
H -1.36 -0.67 -0.72
H 0.91 -0.08 -1.70
H 0.56 1.69 -0.92
```

The calculation puts the HOMO energy at -0.3193 hartree. Its SMILES is S=PN1CC1. Its multiplicity is 1. As for the LUMO energy: -0.38 eV. The value obtained for the frontier orbital gap is 0.3052 hartree.

---

9.
Formula: C2H4NS
Source: the Open Molecules 2025 dataset
Level of theory: wB97M-V/def2-TZVPD

```
8
C2H4NS | the Open Molecules 2025 dataset | wB97M-V/def2-TZVPD
N -0.65 -0.41 0.47
C 0.20 -0.30 -0.70
S 1.86 -0.14 0.11
C 0.49 0.88 0.06
H -1.65 -0.27 0.35
H -0.40 -1.08 1.20
H -0.04 -0.57 -1.71
H 0.17 1.89 0.22
```

The calculation puts the HOMO energy at -0.5536 hartree. Its SMILES is [NH2+]1[C@@H]2S[C@H]12. The net charge is +1. Its multiplicity is 1. As for the LUMO energy: -4.69 eV. The value obtained for the frontier orbital gap is 0.3814 hartree.

---

10.
Formula: C2H4NS
Source: the Open Molecules 2025 dataset
Level of theory: wB97M-V/def2-TZVPD

```
8
C2H4NS | the Open Molecules 2025 dataset | wB97M-V/def2-TZVPD
C 1.43 -0.47 0.01
C -1.94 0.18 -0.35
N 2.37 0.25 0.31
S -0.74 -0.04 0.75
H 1.46 -1.58 -0.21
H -2.93 0.33 0.11
H 2.23 1.06 0.84
H -1.87 0.26 -1.44
```

The calculation puts the HOMO energy at -0.5579 hartree. The net charge is +1. Its multiplicity is 1. As for the LUMO energy: -6.37 eV. The value obtained for the frontier orbital gap is 0.3238 hartree.

---

11.
Formula: C2H4NaO
Source: the Open Molecules 2025 dataset
Level of theory: wB97M-V/def2-TZVPD

```
8
C2H4NaO | the Open Molecules 2025 dataset | wB97M-V/def2-TZVPD
O 0.10 0.08 0.47
Na -1.62 1.21 1.99
C 0.51 -0.23 -0.58
C 0.54 -0.71 -1.81
H 1.68 -0.85 -1.86
H -0.21 -0.35 -2.52
H -1.23 -2.40 -1.89
H -1.70 -1.76 -1.84
```

The calculation puts the HOMO energy at -0.4838 hartree. The net charge is +1. Its multiplicity is 1. As for the LUMO energy: -5.04 eV. The value obtained for the frontier orbital gap is 0.2986 hartree.

---

12.
Formula: C2H4O2
Source: the Open Molecules 2025 dataset
Level of theory: wB97M-V/def2-TZVPD

```
8
C2H4O2 | the Open Molecules 2025 dataset | wB97M-V/def2-TZVPD
C 0.85 0.79 0.80
C -0.10 -0.09 0.04
O -1.05 -0.64 0.52
O 0.21 -0.21 -1.28
H 1.60 1.18 0.12
H 0.30 1.63 1.21
H 1.38 0.18 1.51
H -0.34 -0.94 -1.60
```

The calculation puts the HOMO energy at -0.3900 hartree. Its SMILES is CC(=O)O. Its multiplicity is 1. As for the LUMO energy: 0.77 eV. The value obtained for the frontier orbital gap is 0.4183 hartree.

---

13.
Formula: C2H4O2
Source: the Open Molecules 2025 dataset
Level of theory: wB97M-V/def2-TZVPD

```
8
C2H4O2 | the Open Molecules 2025 dataset | wB97M-V/def2-TZVPD
C -0.76 0.61 -1.15
O -1.52 0.39 -2.05
H -1.04 1.35 -0.36
H 0.26 0.16 -1.07
C 0.79 -0.60 1.18
O 0.77 -0.97 -0.04
H 1.35 0.26 1.61
H 0.14 -1.19 1.88
```

The calculation puts the HOMO energy at -0.3445 hartree. Its SMILES is C=O.C=O. Its multiplicity is 1. As for the LUMO energy: -0.20 eV. The value obtained for the frontier orbital gap is 0.3372 hartree.

---

14.
Formula: C2H4O2S
Source: the Open Molecules 2025 dataset
Level of theory: wB97M-V/def2-TZVPD

```
9
C2H4O2S | the Open Molecules 2025 dataset | wB97M-V/def2-TZVPD
C 0.43 0.69 0.54
C 0.08 -0.86 0.29
O -1.67 -0.21 -1.51
O 0.55 1.05 -0.85
S -0.22 -0.36 -1.48
H -0.50 1.38 0.89
H 1.32 1.06 0.99
H 0.88 -1.61 0.37
H -0.87 -1.14 0.75
```

The calculation puts the HOMO energy at -0.3586 hartree. Its multiplicity is 1. As for the LUMO energy: 0.58 eV. The value obtained for the frontier orbital gap is 0.3800 hartree.

---

15.
Formula: C2H4O2S
Source: the Open Molecules 2025 dataset
Level of theory: wB97M-V/def2-TZVPD

```
9
C2H4O2S | the Open Molecules 2025 dataset | wB97M-V/def2-TZVPD
O 1.37 -1.17 0.00
C 0.21 -0.87 0.08
O -0.76 -1.78 0.32
C -0.31 0.53 -0.11
S 0.85 1.70 -0.86
H -1.51 -1.18 0.48
H -1.19 0.53 -0.69
H -0.60 0.90 0.88
H 1.93 1.34 -0.10
```

The calculation puts the HOMO energy at -0.3507 hartree. Its SMILES is O=C(O)CS. Its multiplicity is 1. As for the LUMO energy: 0.39 eV. The value obtained for the frontier orbital gap is 0.3650 hartree.

---

16.
Formula: C2H4O2S2
Source: the Open Molecules 2025 dataset
Level of theory: wB97M-V/def2-TZVPD

```
10
C2H4O2S2 | the Open Molecules 2025 dataset | wB97M-V/def2-TZVPD
O -1.44 -0.66 -0.28
C -2.50 -1.30 -0.43
S -3.66 -2.34 -0.42
C 1.51 -0.24 0.18
O 0.31 0.72 -0.12
S 0.76 2.34 0.34
H 1.74 -0.90 -0.76
H 1.11 -0.85 1.01
H 2.45 0.35 0.55
H -0.30 2.88 -0.07
```

The calculation puts the HOMO energy at -0.3127 hartree. Its SMILES is O=C=S.COS. Its multiplicity is 1. As for the LUMO energy: 0.33 eV. The value obtained for the frontier orbital gap is 0.3247 hartree.

---

17.
Formula: C2H4O2Yb
Source: the Open Molecules 2025 dataset
Level of theory: wB97M-V/def2-TZVPD

```
9
C2H4O2Yb | the Open Molecules 2025 dataset | wB97M-V/def2-TZVPD
H 0.88 1.01 0.11
O 0.57 0.02 0.55
C -0.74 -0.37 0.45
C -1.61 0.19 -0.41
H -0.91 -1.31 0.97
H -2.66 -0.08 -0.35
H -1.27 0.86 -1.20
O 3.08 0.84 -0.40
Yb 2.65 -1.15 0.27
```

The calculation puts the HOMO energy (spin up / spin down) at -0.4854 / -0.4849 hartree. The net charge is +1. Its multiplicity is 2. As for the LUMO energy (spin up / spin down): -5.54 / -5.52 eV. The value obtained for the frontier orbital gap (spin up / spin down) is 0.2817 / 0.2822 hartree.

---

18.
Formula: C2H4O3
Source: the Open Molecules 2025 dataset
Level of theory: wB97M-V/def2-TZVPD

```
9
C2H4O3 | the Open Molecules 2025 dataset | wB97M-V/def2-TZVPD
C 0.86 -0.31 0.55
C -0.43 0.19 -0.08
O -1.28 -0.68 -0.63
O -0.44 1.42 -0.70
O -1.06 1.27 0.50
H 0.41 -0.97 1.36
H 1.63 0.42 0.86
H 1.38 -0.77 -0.28
H -1.07 -0.56 -1.58
```

The calculation puts the HOMO energy at -0.3644 hartree. Its SMILES is CC1(O)OO1. Its multiplicity is 1. As for the LUMO energy: 0.70 eV. The value obtained for the frontier orbital gap is 0.3903 hartree.

---

19.
Formula: C2H4O3
Source: the Open Molecules 2025 dataset
Level of theory: wB97M-V/def2-TZVPD

```
9
C2H4O3 | the Open Molecules 2025 dataset | wB97M-V/def2-TZVPD
O 2.14 -0.28 0.01
C 1.05 0.22 -0.05
O 0.80 1.51 0.10
C -0.17 -0.58 0.12
O -1.35 0.32 0.08
H -0.21 1.41 -0.17
H -0.16 -1.53 -0.57
H -0.14 -1.10 1.06
H -1.96 0.03 -0.58
```

The calculation puts the HOMO energy at -0.3832 hartree. Its SMILES is O=C(O)CO. Its multiplicity is 1. As for the LUMO energy: 0.28 eV. The value obtained for the frontier orbital gap is 0.3935 hartree.

---

20.
Formula: C2H4O3
Source: the Open Molecules 2025 dataset
Level of theory: wB97M-V/def2-TZVPD

```
9
C2H4O3 | the Open Molecules 2025 dataset | wB97M-V/def2-TZVPD
O 0.94 -0.84 -1.11
C 0.40 0.04 -1.70
O -0.34 1.01 -1.13
H 0.45 0.21 -2.79
H -0.11 1.01 -0.17
C -0.35 -0.38 1.72
O 0.21 0.69 1.69
H -1.07 -0.67 0.94
H -0.13 -1.07 2.54
```

The calculation puts the HOMO energy at -0.4000 hartree. Its SMILES is O=CO.C=O. Its multiplicity is 1. As for the LUMO energy: 0.47 eV. The value obtained for the frontier orbital gap is 0.4172 hartree.